Model 1:
Molecular formula: C3H8O3
Method: DFT, ωB97M-V/def2-TZVPD

Properties
SMILES string   O=CCCO.O
LUMO level   0.031 Ha

Geometry as ORCA input:
```
! RIJCOSX wB97M-V def2-TZVPD def2/J DEFGRID3
* xyz 0 1
O 1.114 -0.887 0.254
C 0.040 -1.074 0.751
C -0.975 0.006 1.040
C -0.390 1.392 0.894
O -1.501 2.324 0.830
H -0.389 -2.090 0.829
H -1.526 -0.136 1.973
H -1.757 -0.155 0.285
H 0.064 1.478 -0.086
H 0.239 1.609 1.755
H -1.238 3.162 1.217
H 2.015 -2.151 -3.667
H 0.922 -2.319 -2.619
O 1.426 -1.647 -3.086
*
```

Model 2:
Molecular formula: C3H8O3
Method: DFT, ωB97M-V/def2-TZVPD

Properties
SMILES string   O=CCO.CO
LUMO level   0.030 Ha

Geometry as ORCA input:
```
! RIJCOSX wB97M-V def2-TZVPD def2/J DEFGRID3
* xyz 0 1
C 1.665 0.503 0.166
C 0.947 -0.702 0.712
O 1.736 0.395 -1.237
O 0.765 -0.927 1.888
H 2.067 1.221 -1.602
H 2.669 0.556 0.626
H 1.106 1.390 0.478
H 0.669 -1.421 -0.078
C -2.079 -0.225 -0.498
O -1.275 0.386 0.488
H -1.418 -0.048 1.362
H -3.131 0.053 -0.374
H -1.996 -1.316 -0.471
H -1.723 0.136 -1.461
*
```

Result of the stability comparison: model 2 is the least stable of them.

Model 1:
Molecular formula: C3H8O3
Method: DFT, ωB97M-V/def2-TZVPD

Properties
SMILES string   O=CO.CCO
LUMO level   0.021 Ha

Geometry as ORCA input:
```
! RIJCOSX wB97M-V def2-TZVPD def2/J DEFGRID3
* xyz 0 1
C -1.880 0.691 1.197
O -1.059 1.760 0.718
C -2.517 -0.095 0.059
H -2.680 1.223 1.727
H -1.450 0.079 1.987
H -0.233 1.762 1.206
H -2.142 0.359 -0.865
H -3.572 0.182 -0.005
H -2.549 -1.177 -0.044
O 4.287 -2.053 -0.837
C 3.642 -1.050 -0.782
O 3.381 -0.263 -1.853
H 3.232 -0.570 0.104
H 3.541 -0.849 -2.612
*
```

Model 2:
Molecular formula: C3H8O3
Method: DFT, ωB97M-V/def2-TZVPD

Properties
SMILES string   C[C@@H](O)OCO
LUMO level   0.026 Ha

Geometry as ORCA input:
```
! RIJCOSX wB97M-V def2-TZVPD def2/J DEFGRID3
* xyz 0 1
C 0.636 -0.693 -0.338
C -1.169 0.676 0.176
C 1.639 0.436 -0.294
O -0.942 -0.388 -0.630
O 0.694 -1.443 0.832
O -2.766 0.712 0.046
H 0.238 -2.280 0.647
H -3.081 -0.023 0.595
H 0.830 -1.330 -1.204
H -0.957 0.545 1.242
H -0.844 1.631 -0.247
H 1.538 1.027 0.621
H 1.528 1.098 -1.156
H 2.657 0.030 -0.289
*
```

Result of the stability comparison: model 2 is the least stable of them.

Model 1:
Molecular formula: C5H3NO
Method: DFT, ωB97M-V/def2-TZVPD

Properties
LUMO level (spin up / spin down)   -0.045 / -0.044 Ha

Geometry as ORCA input:
```
! RIJCOSX wB97M-V def2-TZVPD def2/J DEFGRID3
* xyz 0 1
C 0.233 0.235 -3.184
C -0.118 0.136 -2.015
C 0.488 0.207 1.870
C -0.832 -0.335 1.516
C -0.380 0.069 -0.730
N 1.316 0.578 1.026
O -1.078 -0.291 0.235
H 0.896 0.063 -3.966
H 0.802 0.251 2.991
H -1.327 -0.913 2.256
*
```

Model 2:
Molecular formula: C5H3NO
Method: DFT, ωB97M-V/def2-TZVPD

Properties
LUMO level   -0.024 Ha

Geometry as ORCA input:
```
! RIJCOSX wB97M-V def2-TZVPD def2/J DEFGRID3
* xyz 0 1
N 2.999 -0.718 -0.077
C 1.937 -0.248 -0.086
C 0.560 0.104 -0.111
C 0.035 1.283 0.364
O -1.235 1.356 0.537
C -1.693 -0.511 -0.118
C -0.485 -0.992 -0.333
H 0.740 2.116 0.534
H -2.762 -0.392 -0.117
H -0.096 -1.998 -0.593
*
```

Model 3:
Molecular formula: C5H3NO
Method: DFT, ωB97M-V/def2-TZVPD

Properties
SMILES string   N#Cc1ccoc1
LUMO level   0.013 Ha

Geometry as ORCA input:
```
! RIJCOSX wB97M-V def2-TZVPD def2/J DEFGRID3
* xyz 0 1
N 2.999 -1.076 0.044
C 2.026 -0.449 -0.015
C 0.705 0.123 -0.068
C 0.122 1.320 0.213
O -1.360 1.127 0.279
C -1.553 -0.152 -0.053
C -0.389 -0.750 -0.362
H 0.229 2.202 0.786
H -2.514 -0.651 0.034
H -0.278 -1.688 -0.857
*
```

Model 4:
Molecular formula: C5H3NO
Method: DFT, ωB97M-V/def2-TZVPD

Properties
LUMO level   0.000 Ha

Geometry as ORCA input:
```
! RIJCOSX wB97M-V def2-TZVPD def2/J DEFGRID3
* xyz 0 1
C -0.484 1.007 1.009
C 1.655 -0.047 -0.500
C 0.437 0.039 -1.250
C -2.149 -1.170 1.041
C 0.233 0.496 -0.047
N -1.095 1.222 1.926
O -3.086 -0.894 0.467
H 2.496 0.694 -0.646
H -0.165 -0.155 -2.100
H 2.156 -1.192 0.101
*
```

Result of the stability comparison: model 1 is the least stable of them.

Model 1:
Molecular formula: C5H3NO
Method: DFT, ωB97M-V/def2-TZVPD

Properties
LUMO level   0.021 Ha

Geometry as ORCA input:
```
! RIJCOSX wB97M-V def2-TZVPD def2/J DEFGRID3
* xyz 0 1
C 1.073 0.731 0.301
C 0.216 -0.076 -0.206
C 2.466 0.346 0.525
C -2.673 0.173 0.725
C -0.500 -1.045 -0.724
N 3.591 0.060 0.458
O -3.180 0.804 -0.041
H 0.789 1.712 0.650
H -0.730 -1.016 -1.756
H -1.052 -1.688 0.069
*
```

Model 2:
Molecular formula: C5H3NO
Method: DFT, ωB97M-V/def2-TZVPD

Properties
SMILES string   N#C/C=C/C=C=O
LUMO level   0.003 Ha

Geometry as ORCA input:
```
! RIJCOSX wB97M-V def2-TZVPD def2/J DEFGRID3
* xyz 0 1
C -2.444 -0.210 0.100
C 2.350 -0.118 -0.107
C -1.132 0.210 0.193
C 0.020 -0.480 0.028
C 1.170 0.392 -0.095
N -3.544 -0.460 -0.200
O 3.439 -0.454 0.045
H -0.970 1.272 0.188
H 0.141 -1.539 -0.008
H 0.969 1.387 -0.145
*
```

Result of the stability comparison: model 1 is the least stable of them.